a) Density functional theory data (ωB97M-V/def2-TZVPD) for a structure of composition C2H3NO4.

```
10
C2H3NO4 (ωB97M-V/def2-TZVPD)
N 0.1137 0.7735 0.6896
C 0.4054 -1.2218 -0.5098
C -0.3644 0.1266 -0.3914
O -0.2400 2.3670 0.5644
O -0.3025 -2.2210 0.0270
O 1.4623 -1.3326 -1.0630
O -1.2475 0.4268 -1.1587
H -0.8345 2.4381 1.3312
H 0.1660 -3.0585 -0.1307
H 0.8414 1.7019 0.6415
```

---

b) Density functional theory data (ωB97M-V/def2-TZVPD) for the molecule C2H3NO4.

```
10
C2H3NO4 (ωB97M-V/def2-TZVPD)
O 1.0153 -1.3861 0.0005
C 0.7284 -0.2164 0.0006
C -0.6046 0.4043 0.0012
N -1.6203 -0.3531 -0.0008
O -2.8364 0.2589 -0.0003
O 1.6605 0.7511 0.0000
O 2.9643 0.2447 -0.0009
H -0.6446 1.4917 0.0034
H -3.4872 -0.4616 -0.0023
H 2.8246 -0.7334 -0.0013
```

Calculated values
SMILES: O=C(/C=N/O)OO

---

a) ends up most stable, edging out the next structure by 10.1 kcal/mol.